# C17H21N3

A single C17H21N3 molecule (the ωB97M-V functional and the def2-TZVPD basis, the Open Molecules 2025 dataset).

Calculated total energy: -22440.6477 eV
HOMO level: -8.22 eV
ΔE to the lowest compared entry with this formula, charge and spin: 0.0 kJ/mol
SMILES: Cn1c(CNC2CCCCC2)c(C#N)c2ccccc21

```
41
Properties=species:S:1:pos:R:3:forces:R:3:lowdin_charge:R:1
C 1.055637 2.478339 0.815058 -0.09 0.34 -0.03 -0.01
N 1.500404 1.146324 0.516384 -0.11 -0.26 0.06 -0.04
C 0.767460 -0.002729 0.599060 -0.02 -0.61 0.03 -0.14
C -0.664127 -0.044690 1.010119 -0.09 0.11 0.10 -0.15
N -1.516454 0.456580 -0.055454 0.12 0.30 -0.11 -0.01
C -2.943492 0.388447 0.229521 -0.08 -0.10 -0.24 -0.37
C -3.683782 1.362946 -0.686600 -0.04 0.00 0.35 -0.16
C -5.191808 1.282679 -0.472473 0.05 -0.05 -0.27 -0.20
C -5.691502 -0.136762 -0.717834 -0.07 0.07 0.31 -0.21
C -4.963693 -1.114332 0.198469 0.04 -0.09 -0.24 -0.20
C -3.455851 -1.033105 -0.016257 -0.10 0.16 0.33 -0.16
C 1.553090 -1.075661 0.225534 0.08 1.16 0.13 -0.13
C 1.158555 -2.415329 0.198578 -0.25 -0.51 0.03 -0.19
N 0.845854 -3.520764 0.185406 -0.09 -0.32 -0.02 0.15
C 2.845688 -0.558978 -0.111529 -0.06 0.37 0.04 -0.11
C 4.033086 -1.139952 -0.547889 -0.04 0.07 0.02 -0.02
C 5.110649 -0.315733 -0.785760 0.10 -0.13 -0.05 -0.09
C 5.023402 1.065814 -0.598841 0.02 0.11 0.01 -0.09
C 3.857392 1.662627 -0.167224 -0.03 0.14 0.02 -0.02
C 2.766499 0.838502 0.079020 0.41 -0.51 -0.20 -0.17
H 1.841186 3.013881 1.350496 -0.07 -0.02 0.00 0.10
H 0.822782 3.029042 -0.101687 0.00 0.01 0.07 0.10
H 0.168881 2.446689 1.445506 0.03 -0.01 -0.01 0.09
H -0.928798 -1.089155 1.191747 0.10 0.10 0.08 0.12
H -0.807852 0.507023 1.962658 0.03 -0.17 -0.13 0.13
H -1.259958 1.412777 -0.281183 -0.03 -0.07 0.01 0.10
H -3.151336 0.665198 1.282766 -0.02 -0.02 -0.12 0.15
H -3.443126 1.112785 -1.721679 0.06 0.00 -0.08 0.12
H -3.338843 2.383939 -0.496838 0.07 0.02 -0.04 0.11
H -5.695175 1.980063 -1.145340 -0.02 0.05 0.07 0.11
H -5.428386 1.577637 0.553034 -0.06 0.06 0.03 0.11
H -6.767782 -0.188220 -0.541125 -0.02 -0.02 -0.08 0.11
H -5.507536 -0.410627 -1.758796 -0.04 -0.03 -0.09 0.11
H -5.305810 -2.132715 0.006098 -0.02 -0.02 0.09 0.11
H -5.195322 -0.875159 1.239610 -0.06 -0.04 0.07 0.11
H -2.952793 -1.734380 0.650487 0.06 -0.07 -0.03 0.11
H -3.206132 -1.312363 -1.040727 0.07 -0.02 -0.07 0.13
H 4.096132 -2.207594 -0.693585 0.03 -0.11 -0.02 0.12
H 6.043685 -0.739696 -1.125560 0.07 -0.04 -0.03 0.10
H 5.889158 1.679232 -0.799388 0.05 0.06 -0.01 0.10
H 3.799999 2.732276 -0.032249 0.01 0.10 0.01 0.10
```
Forces are in eV/Å.

# C34H39BeCl2LiN4O12S

A molecular structure, C34H39BeCl2LiN4O12S (the ωB97M-V functional and the def2-TZVPD basis, the Open Molecules 2025 dataset).

Calculated total energy: -102889.9247 eV
HOMO level: -5.41 eV

```
94
Properties=species:S:1:pos:R:3:forces:R:3:lowdin_charge:R:1
O 5.930210 -1.094168 -1.794166 1.47 0.76 -0.58 0.11
C 5.188185 -0.197718 -2.113231 0.03 -0.03 -0.91 -0.24
N 4.565617 0.621538 -2.733905 -0.73 -0.91 1.42 0.25
C 3.144493 0.310375 -2.875880 0.35 0.74 -0.32 -0.15
C 2.706297 -0.903941 -3.166378 -0.27 0.39 0.01 0.10
C 1.242524 -1.100065 -3.324357 0.18 -0.67 -0.20 -0.32
O 0.817490 -2.234031 -3.353675 -0.12 0.03 -0.06 0.14
C 0.362444 0.090422 -3.447271 0.09 -0.12 -0.14 -0.14
C -1.023243 -0.129139 -3.953869 0.06 0.46 0.40 -0.13
C -2.098169 0.642485 -3.149831 -0.71 -0.79 -1.23 -0.31
C -3.239368 -0.284357 -2.762432 0.49 0.23 0.37 -0.53
S -2.697570 -1.665891 -1.707485 -0.31 -0.34 0.15 0.75
C 0.848152 1.313255 -3.139161 -0.42 -0.37 0.54 -0.01
C 2.238483 1.472969 -2.673898 -0.05 0.58 -0.55 -0.37
O 2.661353 2.492653 -2.168737 0.05 -0.21 0.56 0.11
H 3.353217 -1.755766 -3.296639 -0.02 -0.25 -0.02 0.14
H -1.040712 0.225161 -4.985008 0.03 0.12 -0.12 0.14
H -1.257038 -1.186494 -3.990957 0.12 -0.18 0.17 0.09
H -1.710545 1.197195 -2.295815 0.11 -0.03 0.15 0.05
H -2.542506 1.369600 -3.824647 0.13 0.25 0.25 0.05
H -3.637121 -0.733675 -3.666798 -0.09 -0.18 -0.07 0.09
H -4.044131 0.277289 -2.302911 -0.12 -0.02 0.20 0.06
H -1.638344 -1.103630 -1.104393 -0.07 0.22 -0.09 -0.17
H 0.212300 2.201040 -3.249436 0.45 0.48 -0.03 0.09
O 0.956017 4.267250 -3.995672 -0.32 -0.85 0.14 -0.42
H 1.648214 3.786356 -3.536572 0.21 0.36 -0.06 -0.17
Li 0.170431 1.672452 -0.692009 0.02 0.35 -0.60 0.85
Be 7.517795 -1.036531 -2.750496 2.86 0.18 1.00 0.76
C -5.874653 -0.449490 3.226566 -0.02 0.04 -0.01 -0.06
C -6.398062 0.768436 2.808647 0.07 -0.13 0.00 -0.06
C -6.712768 0.968245 1.474003 -0.06 0.24 0.09 -0.01
C -6.501430 -0.063497 0.578004 0.01 -0.04 0.19 -0.16
C -5.980987 -1.281026 0.976702 0.09 -0.18 -0.02 0.00
C -5.663137 -1.471458 2.310782 -0.06 0.07 -0.01 -0.06
N -6.833125 0.132922 -0.839474 0.17 0.01 0.06 -0.36
O -7.251987 1.218102 -1.183871 -0.06 0.06 -0.02 0.08
O -6.641177 -0.804069 -1.589484 -0.02 -0.04 -0.18 0.06
H -5.632041 -0.604618 4.269647 0.02 -0.02 0.00 0.11
H -6.560725 1.562876 3.523703 -0.01 0.02 -0.01 0.11
H -7.114240 1.914913 1.144764 -0.03 -0.04 -0.13 0.12
H -5.817120 -2.073066 0.261970 -0.05 0.07 -0.10 0.11
H -5.256940 -2.414632 2.640003 0.01 -0.01 0.03 0.08
C 11.706864 -1.026106 -3.911731 0.21 0.04 -0.01 0.00
C 10.294437 -0.752505 -3.816036 0.11 0.02 0.32 -0.19
N 9.178325 -0.528635 -3.699180 -2.31 -0.58 0.53 0.16
H 12.132004 -1.025206 -2.908595 -0.17 0.01 0.11 0.11
H 11.859156 -2.000272 -4.372348 -0.04 -0.02 -0.02 0.10
H 12.189392 -0.259873 -4.516069 -0.02 0.02 -0.04 0.10
C -5.000869 -4.202495 6.414809 -0.05 0.03 -0.23 0.07
C -4.795228 -4.366546 7.728796 -0.22 -0.09 -0.21 -0.24
C -3.651454 -3.691304 8.445322 0.39 0.34 -0.22 -0.30
O -3.550609 -3.880737 9.643427 -0.26 -0.25 0.05 0.11
C -2.741465 -2.865148 7.672914 0.10 -0.26 0.35 0.09
C -2.949992 -2.707608 6.359958 0.16 0.08 0.30 -0.23
C -4.102881 -3.357360 5.653054 -0.13 -0.13 0.17 -0.31
O -4.225936 -3.142404 4.455431 0.06 -0.01 -0.05 0.06
O -2.161468 -1.971085 5.581581 -0.09 -0.06 -0.21 0.11
O -5.572568 -5.123946 8.489491 0.11 0.04 0.16 0.11
H -5.817089 -4.678075 5.889269 -0.02 -0.01 0.03 0.13
H -1.908753 -2.390823 8.190770 -0.03 0.31 -0.17 0.11
H -2.545564 -2.032975 4.689085 -0.03 0.00 -0.03 0.11
H -5.198663 -5.060914 9.390529 0.02 0.02 0.05 0.12
N 6.081660 1.393370 -8.031688 -0.05 -0.02 0.05 0.06
C 4.812913 1.538606 -8.406646 0.05 0.02 -0.09 -0.14
C 3.731640 1.359598 -7.555771 0.01 -0.01 0.01 -0.05
C 3.983165 1.004968 -6.242628 0.01 -0.03 0.08 -0.06
C 5.299294 0.847400 -5.835295 -0.02 0.00 -0.33 -0.08
C 6.305609 1.055503 -6.766402 0.12 -0.03 0.01 -0.16
H 4.661554 1.814081 -9.443885 -0.06 0.01 0.01 0.11
H 2.721310 1.496036 -7.914243 0.00 0.03 0.00 0.11
H 3.164675 0.857515 -5.550126 -0.04 0.05 -0.03 0.09
H 5.543939 0.574644 -4.820624 0.06 0.05 0.02 0.05
H 7.349845 0.948339 -6.489114 -0.01 0.00 0.05 0.10
O 9.997629 -1.022694 -0.909102 -1.66 -0.06 -1.09 -0.45
H 9.570368 -0.973852 -0.044955 0.22 -0.04 -0.01 -0.13
Cl -3.442920 3.699400 -6.471301 -0.03 -0.02 0.01 0.52
C -2.875038 5.134724 -5.565375 -0.08 0.10 0.15 -0.65
C -1.779448 4.792672 -4.592942 0.06 0.17 -0.32 -0.64
Cl -2.395217 3.785646 -3.246755 -0.07 0.30 0.16 0.59
H -3.736595 5.575652 -5.069418 -0.06 -0.09 -0.03 0.06
H -2.497785 5.844910 -6.297975 0.07 -0.05 -0.03 0.07
H -1.368904 5.695073 -4.150641 0.05 -0.02 0.06 0.07
H -0.961120 4.254331 -5.059587 0.14 -0.03 0.19 0.04
C -0.537477 -0.292082 10.598524 0.30 -0.09 0.40 -0.08
C 0.076308 -0.578081 9.206353 -0.37 1.07 0.12 -0.65
C 1.068890 0.562254 8.878171 0.45 -0.02 0.27 -0.09
O -0.908583 -0.587938 8.283139 0.16 -0.64 -0.11 -0.19
H -1.072411 0.658247 10.606922 -0.02 0.01 -0.18 0.07
H -1.231870 -1.083209 10.883347 -0.04 -0.03 -0.11 0.06
H 0.247523 -0.245066 11.363069 0.01 -0.02 0.00 0.06
H 0.687652 -1.499882 9.319563 -0.19 -0.20 -0.26 0.12
H 0.565382 1.529437 8.852992 -0.17 -0.07 -0.02 0.07
H 1.542888 0.392621 7.910755 -0.09 -0.06 -0.06 0.06
H 1.861383 0.613514 9.634783 0.01 -0.01 0.00 0.06
```
Forces are in eV/Å.

# C16H49ClN12NbO24

A molecular structure, C16H49ClN12NbO24 (the ωB97M-V functional and the def2-TZVPD basis, the Open Molecules 2025 dataset).

Calculated total energy: -98441.5786 eV
HOMO level: -4.73 eV
Net charge: -1

```
103
Properties=species:S:1:pos:R:3:forces:R:3:lowdin_charge:R:1
C 2.763364 -1.586462 -3.118822 0.66 -0.63 -0.63 -0.18
C 1.440517 -2.469298 -3.513700 -0.04 -1.01 1.13 -0.34
C 0.030316 -1.939611 -2.857596 0.64 -1.46 -0.59 -0.56
C -1.151291 -2.973981 -3.429330 0.08 0.09 -0.59 -0.23
Nb -0.605248 0.154419 -3.495094 -1.64 -2.16 1.10 0.96
Cl -2.931774 -0.113080 -2.507816 0.84 0.14 -0.41 -0.21
H 2.554550 -0.635453 -2.467942 0.10 -1.80 -1.42 0.04
H 3.313219 -1.291120 -4.122106 -1.24 -0.29 2.36 0.05
H 3.528216 -2.270425 -2.525012 -1.54 1.39 -1.14 0.07
H 1.622045 -3.558018 -3.061882 -0.30 1.98 -1.02 0.09
H 1.310933 -2.647149 -4.684745 0.30 0.78 2.50 0.10
H 0.025662 -2.011710 -1.684979 0.29 -0.02 -2.10 0.07
H -2.033686 -2.380459 -3.965808 1.69 -1.48 1.40 0.00
H -1.517723 -3.676950 -2.568585 0.45 1.52 -1.72 0.03
H -0.686481 -3.665555 -4.272173 -0.84 1.39 1.71 0.07
H -1.236758 -0.431055 -5.099253 -0.14 0.46 -0.71 -0.17
H -1.133835 1.844304 -4.008325 0.57 0.32 -0.08 -0.20
H -0.131579 0.874179 -1.887980 0.13 0.75 0.15 -0.17
H 1.036298 0.491862 -4.178802 -0.41 0.08 0.12 -0.12
C -2.966035 -0.215916 0.674257 -0.15 -0.20 -0.25 -0.03
N -3.345754 -0.061062 2.104435 -0.09 -0.16 0.40 -0.40
O -4.196583 -0.838908 2.551607 1.02 1.28 -0.05 0.04
O -2.778861 0.837015 2.737816 -0.85 -1.36 -0.33 0.01
H -3.539891 -1.039121 0.243477 0.15 0.25 0.23 0.07
H -3.199066 0.723040 0.167876 0.25 -0.13 0.12 0.06
H -1.896224 -0.431470 0.638809 -0.16 0.22 -0.06 0.10
C 6.685014 -2.856645 -5.765047 -0.13 0.19 -0.30 0.04
N 6.042162 -2.086130 -4.666585 -0.46 0.60 0.50 -0.40
O 5.285298 -1.163408 -4.990094 1.28 -1.14 0.64 0.03
O 6.315489 -2.429453 -3.510513 -0.40 0.66 -1.47 0.04
H 6.356243 -2.447779 -6.722798 -0.04 0.04 0.32 0.10
H 7.766072 -2.752311 -5.651943 -0.42 -0.12 0.06 0.07
H 6.373640 -3.898208 -5.663026 0.37 0.51 0.07 0.05
C 4.116829 -6.787938 -5.546491 -0.36 -0.08 0.08 0.05
N 5.222628 -5.906092 -5.084830 0.14 0.50 0.93 -0.41
O 5.067268 -5.320606 -4.006875 0.62 -0.86 -1.83 0.08
O 6.215464 -5.826600 -5.817660 -1.00 -0.38 0.96 0.02
H 3.312713 -6.762288 -4.808055 0.28 0.11 -0.13 0.10
H 3.769494 -6.404912 -6.508267 0.17 -0.12 0.13 0.11
H 4.519523 -7.798227 -5.643282 0.01 0.23 -0.11 0.10
C -3.048149 -6.235186 0.084083 -0.13 -0.29 -0.04 0.03
N -2.018798 -5.300558 -0.445521 0.86 0.79 -0.42 -0.42
O -1.236888 -5.742272 -1.295475 -0.99 0.71 1.25 0.04
O -2.024874 -4.149777 0.006969 0.11 -1.74 -0.72 0.05
H -2.925664 -7.206584 -0.399584 0.07 0.31 0.06 0.09
H -2.893977 -6.318891 1.161853 -0.10 0.15 -0.19 0.10
H -4.027731 -5.810896 -0.145285 0.20 0.02 0.16 0.10
C 4.694362 1.284605 -1.381636 0.31 -0.11 0.02 0.04
N 3.807175 2.381760 -0.909700 -1.14 0.47 -0.13 -0.41
O 4.296061 3.210729 -0.133351 -0.69 -0.68 -0.74 0.02
O 2.644974 2.379830 -1.332035 2.00 0.21 0.90 0.04
H 5.681800 1.410830 -0.932656 -0.31 0.09 -0.05 0.09
H 4.245842 0.339881 -1.067487 -0.01 0.18 -0.23 0.09
H 4.753706 1.353735 -2.469714 -0.19 -0.13 0.17 0.11
C -4.570834 2.090270 4.646685 0.31 0.09 -0.19 0.03
N -5.537907 3.074745 5.202698 -0.17 0.86 0.14 -0.41
O -5.264749 4.273382 5.070141 -0.77 -1.70 0.42 0.06
O -6.544031 2.616372 5.756496 1.10 0.80 -0.64 0.02
H -3.738538 2.631081 4.191322 -0.36 -0.10 0.14 0.08
H -4.220685 1.469102 5.473672 -0.20 0.01 -0.20 0.11
H -5.099337 1.495307 3.899076 0.10 0.02 0.27 0.09
C -8.678292 3.478504 7.699247 -0.03 -0.19 -0.16 0.03
N -9.058012 3.633358 9.129424 -0.21 0.24 0.76 -0.42
O -9.908840 2.855512 9.576596 1.09 1.07 -0.18 0.03
O -8.491119 4.531435 9.762805 -0.96 -1.41 -0.66 0.05
H -9.252148 2.655299 7.268466 0.13 0.20 0.23 0.10
H -8.911323 4.417460 7.192865 0.21 -0.12 0.15 0.11
H -7.608482 3.262950 7.663798 -0.28 0.22 -0.02 0.08
C 9.522485 -5.531873 -3.765412 -0.01 -0.26 0.21 0.05
N 9.908350 -4.102152 -3.908862 0.41 1.07 0.20 -0.40
O 10.593920 -3.607599 -3.006461 -1.04 -0.54 -1.51 0.06
O 9.512126 -3.516719 -4.923434 0.94 -0.78 1.51 0.03
H 9.937163 -5.917784 -2.831782 -0.05 0.24 -0.23 0.10
H 8.431639 -5.579016 -3.751413 0.16 0.06 -0.17 0.09
H 9.932434 -6.071360 -4.621631 -0.19 0.16 0.07 0.10
C -0.547040 3.747413 2.435657 0.29 0.07 0.15 0.04
N -1.140018 3.659875 1.073934 -0.43 -0.07 -1.27 -0.41
O -0.481756 4.129779 0.138627 -1.09 -0.65 1.26 0.05
O -2.249607 3.121803 0.982437 1.63 0.97 0.00 0.04
H 0.424504 4.241295 2.366867 -0.27 -0.12 -0.12 0.09
H -1.231914 4.328552 3.056614 0.04 -0.21 -0.11 0.10
H -0.436051 2.728783 2.812870 -0.19 0.16 -0.06 0.10
C 2.960299 6.045293 -0.582015 0.15 -0.25 0.29 0.02
N 2.576334 7.471037 -0.399263 -0.21 0.73 0.05 -0.42
O 2.744331 7.963165 0.722567 -0.35 -0.27 -1.52 0.04
O 2.117161 8.055931 -1.387261 0.59 -0.53 1.54 0.04
H 3.346584 5.659403 0.363723 -0.15 0.22 -0.25 0.08
H 2.064522 5.498894 -0.884331 0.26 0.09 -0.10 0.08
H 3.728887 6.007679 -1.356658 -0.33 -0.03 0.03 0.10
C -9.431821 1.304379 12.486140 -0.11 0.30 0.02 0.03
N -8.924836 0.149692 13.275595 0.34 -0.78 0.60 -0.43
O -8.916017 0.265850 14.506589 0.09 -0.42 -1.64 0.05
O -8.550084 -0.840779 12.637153 -0.50 1.33 1.09 0.05
H -9.725115 2.100735 13.173414 0.13 -0.29 -0.11 0.10
H -8.622840 1.637475 11.832718 -0.24 -0.16 0.02 0.09
H -10.291169 0.957084 11.908973 0.29 0.04 -0.02 0.10
C 0.348213 5.113275 -3.674937 -0.34 0.00 -0.09 0.04
N 1.622661 4.451267 -4.063653 0.48 -0.96 -0.78 -0.41
O 1.566004 3.589881 -4.948933 0.46 1.53 1.47 0.03
O 2.644014 4.815131 -3.469075 -1.01 -0.53 -0.78 0.01
H -0.463456 4.697481 -4.275652 0.30 -0.08 0.17 0.09
H 0.183713 4.914269 -2.613947 0.06 0.04 -0.16 0.09
H 0.460670 6.182457 -3.865771 0.12 -0.16 0.17 0.10
```
Forces are in eV/Å.

Question: Which of these has the lowest HOMO level?
Answer: C17H21N3

Question: Which of these has the highest calculated total energy?
Answer: C17H21N3